No. 1
Below is the molecule C9H11N, with properties calculated with ωB97M-V/def2-TZVPD.

Each line ends with the Mulliken charge.
Cartesian coordinates (Å):
C 0.69 -1.37 0.50  -1.12
C -1.03 -0.76 2.33  -0.60
C -1.99 1.50 1.82  -0.64
C -0.38 -0.66 1.14  0.97
C -0.69 0.45 0.30  -0.29
C 1.02 -0.67 -0.61  0.40
C -2.05 0.27 2.65  -0.31
C 2.08 -0.97 -1.62  -1.21
C 0.21 1.41 -1.78  -1.08
N 0.18 0.45 -0.71  0.29
H 1.16 -2.27 0.85  0.41
H -0.80 -1.52 3.06  0.39
H -2.90 1.69 1.24  0.14
H -3.03 -0.23 2.56  0.28
H -1.94 0.54 3.71  0.38
H 2.22 -0.15 -2.32  0.34
H 1.81 -1.86 -2.19  0.26
H 3.02 -1.16 -1.12  0.32
H 1.17 1.94 -1.80  0.34
H 0.05 0.92 -2.74  0.36
H -0.59 2.13 -1.60  0.35

Calculated values
Kohn-Sham gap (alpha / beta) = 7.0 / 7.0 eV
Strongest force on any atom = 3.749 eV/A
E_LUMO (alpha / beta) = 0.0 / 0.0 eV
Energy above the lowest of the compared OMol25 structures with the same formula, charge and spin = 103.9 kcal/mol
DFT total energy = -404.0844 hartree

=====

No. 2
Below is the ion C4H13N2S2 with charge +1, with properties calculated with ωB97M-V/def2-TZVPD.

Each line ends with the Mulliken charge.
Cartesian coordinates (Å):
C -2.24 0.86 0.31  -0.85
N -1.11 0.39 -0.54  -0.30
C 0.08 -0.48 0.35  0.50
S -0.18 -0.92 2.06  -0.04
C 0.28 -1.68 -0.63  -1.56
S 1.85 -2.62 -0.44  -0.11
N 1.27 0.41 0.17  -0.08
C 1.22 1.71 -0.54  -0.87
H -2.85 0.04 0.73  0.33
H -1.73 1.39 1.15  0.27
H -2.90 1.43 -0.28  0.35
H -1.38 -0.30 -1.19  0.24
H -0.67 0.39 2.34  0.17
H -0.61 -2.30 -0.59  0.51
H 0.30 -1.27 -1.76  0.41
H 1.36 -3.53 0.35  0.17
H 2.04 -0.13 -0.33  0.35
H 1.76 0.64 1.06  0.43
H 0.63 2.42 0.05  0.31
H 2.20 2.07 -0.87  0.34
H 0.67 1.47 -1.42  0.42

Calculated values
Kohn-Sham gap = 10.3 eV
Net charge = +1
Strongest force on any atom = 4.615 eV/A
E_LUMO = -3.2 eV
Energy above the lowest of the compared OMol25 structures with the same formula, charge and spin = 65.6 kcal/mol
DFT total energy = -1065.7683 hartree
SMILES = CN[C@@](S)(CS)[NH2+]C

=====

No. 3
Below is a structure of composition C42H36N3O3PS3Sn, with properties calculated with ωB97M-V/def2-TZVPD.

Each line ends with the Mulliken charge.
Cartesian coordinates (Å):
Sn 4.13 -1.84 -2.10  0.63
O 2.62 -3.14 -2.35  -0.72
N 1.72 -3.06 -3.45  0.57
C 1.06 -4.12 -3.75  -0.88
C 0.09 -3.83 -4.78  0.43
C -0.83 -4.75 -5.39  -0.82
C -1.68 -4.34 -6.39  -0.49
C -1.69 -3.08 -6.90  -0.78
C -0.84 -2.14 -6.30  -0.36
C 0.06 -2.53 -5.29  0.65
P 1.37 -1.61 -4.54  0.31
C 2.91 -1.13 -5.19  0.30
C 3.14 -1.63 -6.44  -0.23
C 4.26 -1.15 -7.22  -0.67
C 5.00 -0.09 -6.70  -0.56
C 4.87 0.34 -5.33  -0.64
C 3.74 -0.04 -4.66  -0.24
C 0.61 -0.31 -3.55  0.61
C 0.32 0.88 -4.19  -0.63
C -0.57 1.77 -3.59  -0.68
C -1.21 1.53 -2.37  -0.72
C -0.79 0.38 -1.65  -0.34
C 0.04 -0.52 -2.25  -0.41
H -1.16 -4.04 0.97  0.46
H 1.30 -5.04 -3.27  0.62
H -0.89 -5.79 -5.03  0.38
H -2.37 -5.14 -6.61  0.39
H -2.26 -2.77 -7.77  0.42
H -0.90 -1.10 -6.68  0.33
H 2.39 -2.32 -6.84  0.45
H 4.49 -1.69 -8.15  0.39
H 5.78 0.39 -7.20  0.46
H 5.58 1.02 -4.83  0.41
H 3.46 0.50 -3.72  0.41
H 0.65 1.11 -5.15  0.58
H -0.71 2.73 -4.07  0.41
H -1.96 2.25 -2.04  0.44
H -1.27 0.31 -0.65  0.32
H 0.32 -1.39 -1.64  0.50
O -2.49 -1.24 0.56  -0.44
C -2.59 3.86 4.59  1.01
C -2.52 5.04 3.72  -0.25
C -1.36 5.03 2.90  -0.28
C -1.36 6.14 2.00  -0.81
C -2.55 6.83 2.04  -0.31
S -3.60 6.39 3.32  0.03
C -3.84 3.16 4.76  -0.10
C -4.22 2.44 5.95  -0.36
C -5.53 1.94 5.83  -0.61
C -6.06 2.04 4.59  -0.30
S -5.10 2.98 3.53  0.04
C -1.34 3.39 5.20  -0.27
C -0.62 4.21 5.99  -0.03
C 0.30 3.60 6.82  -0.79
C 0.51 2.26 6.53  -0.34
S -0.61 1.79 5.28  0.05
H -0.64 4.25 2.97  0.66
H -0.52 6.32 1.41  0.45
H -2.83 7.71 1.48  0.49
H -3.62 2.31 6.87  0.48
H -6.01 1.58 6.73  0.42
H -7.07 1.82 4.23  0.44
H -0.81 5.31 5.94  0.46
H 0.72 4.08 7.70  0.39
H 1.13 1.53 7.02  0.53
C -1.93 -2.15 1.05  0.61
C -1.38 -3.23 1.57  -1.26
C -1.05 -3.34 3.00  1.36
C -0.61 -4.62 3.31  -0.68
C -0.33 -4.99 4.62  -0.42
C -0.44 -4.03 5.65  -0.65
C -0.66 -2.70 5.28  -0.39
C -1.08 -2.39 4.03  -0.21
H -0.61 -5.46 2.52  0.17
H -0.10 -6.02 4.80  0.41
H -0.29 -4.28 6.70  0.37
H -0.59 -1.91 6.04  0.31
H -1.25 -1.37 3.73  0.36
C 3.54 1.96 -0.38  -0.73
N 2.74 1.13 0.60  -0.13
C 2.86 -0.21 0.81  0.64
N 2.13 -0.80 1.83  -0.30
O 3.58 -0.89 0.03  -0.64
H 3.54 2.99 -0.10  0.36
H 3.20 1.82 -1.41  0.15
H 4.53 1.52 -0.33  0.29
H 1.97 1.60 1.12  0.13
H 1.75 -0.27 2.62  0.11
H 2.34 -1.76 2.02  0.25

Calculated values
Kohn-Sham gap (alpha / beta) = 2.4 / 2.9 eV
Net charge = +2
Strongest force on any atom = 4.803 eV/A
E_LUMO (alpha / beta) = -7.0 / -7.0 eV
Energy above the lowest of the compared OMol25 structures with the same formula, charge and spin = 55.3 kcal/mol
DFT total energy = -3761.5118 hartree

=====

No. 4
Below is a cluster of 2 separate species, C7H13N6 in total, with properties calculated with ωB97M-V/def2-TZVPD.

Each line ends with the Mulliken charge.
Cartesian coordinates (Å):
C 2.74 -1.60 -0.01  -0.47
C 1.64 -1.44 0.90  -0.25
C 3.10 -0.54 -0.76  -0.35
C 0.98 -0.27 0.97  -0.51
C -2.66 -1.43 -0.20  -0.13
C -3.36 -0.24 0.39  -0.50
C -2.38 0.88 0.07  -0.48
N -1.56 -1.15 -0.77  -0.68
N 2.42 0.64 -0.68  -0.39
N -1.34 0.18 -0.69  1.10
N 1.03 2.04 0.63  -0.72
N -0.35 0.78 -1.21  -0.78
N 1.25 0.79 0.08  0.56
H 3.28 -2.53 -0.06  0.41
H 1.37 -2.25 1.56  0.43
H 3.94 -0.54 -1.43  0.43
H 0.20 -0.07 1.67  0.51
H -3.04 -2.43 -0.17  0.47
H -4.34 -0.11 -0.08  0.32
H -3.53 -0.38 1.46  0.31
H -2.81 1.66 -0.57  0.33
H -1.94 1.36 0.95  0.26
H 2.59 1.39 -1.34  0.29
H 0.87 2.74 -0.09  0.26
H 1.77 2.34 1.27  0.27
H 0.13 0.17 -1.88  0.31

Calculated values
Kohn-Sham gap (alpha / beta) = 6.7 / 6.7 eV
Net charge = +1
Strongest force on any atom = 1.908 eV/A
E_LUMO (alpha / beta) = -4.0 / -4.0 eV
Energy above the lowest of the compared OMol25 structures with the same formula, charge and spin = 26.6 kcal/mol
DFT total energy = -602.6498 hartree